No. 1
Formula: C25H46BClIN2O4
Source: the Open Molecules 2025 dataset
Level of theory: wB97M-V/def2-TZVPD

```
80
Properties=species:S:1:pos:R:3:forces:R:3:mulliken_spin:R:1
C 0.73879 -0.36551 -0.10515 -7.381 4.614 4.287 0.001
C -0.38936 0.21661 0.54809 7.682 -3.436 -4.693 0.001
C -1.64919 1.24399 0.94178 0.822 0.923 -2.671 0.005
O -2.41370 1.47024 -0.32941 0.948 -1.216 1.822 0.001
B -1.93780 2.66589 -1.05599 -1.187 1.201 2.618 -0.001
I -0.11051 2.56417 -2.27165 1.128 -0.339 -1.146 0.000
O -1.58823 3.63759 0.03984 1.806 -3.042 1.823 0.000
C -0.95781 2.73590 1.03723 0.566 1.247 1.853 0.000
C -1.02301 3.57625 2.44525 -0.363 0.217 0.169 0.000
C 0.14998 4.74237 2.37213 -0.689 -0.158 -2.038 0.000
C -0.45363 6.26685 2.24547 0.878 0.241 0.323 0.000
Cl 1.42427 4.55748 3.74802 -1.119 0.340 -0.987 0.000
H 1.75365 -0.61245 -0.68327 -2.920 0.585 1.701 0.001
H -2.28112 0.87355 1.86133 1.164 0.597 -2.135 -0.004
H -2.77099 3.27082 -1.63129 -0.575 -0.426 -0.948 0.000
H 0.18544 2.48931 0.93326 -1.967 0.876 -0.510 0.000
H -0.93076 2.88014 3.38860 0.135 1.396 -1.847 0.000
H -2.05774 4.14361 2.53319 2.037 -1.283 -0.284 0.000
H 0.76522 4.55099 1.36840 -1.304 0.321 2.377 0.000
H -0.50086 6.80381 3.30574 -0.183 -1.304 -2.226 0.000
H 0.30115 6.91757 1.59794 -1.659 -1.421 1.312 0.000
H -1.49862 6.23224 1.70336 2.185 0.012 1.171 0.000
C 6.16291 1.98808 -3.88017 0.095 -0.081 -0.237 0.009
C 5.69999 0.99280 -2.78231 0.496 2.072 0.142 0.027
C 6.93561 0.44370 -2.02122 -0.098 -0.361 -0.061 0.016
C 7.73244 -0.56989 -2.83329 0.009 -0.010 0.021 -0.017
C 6.83098 -1.70734 -3.30284 -0.100 0.238 0.247 0.017
C 5.58115 -1.21275 -4.08117 0.306 -1.076 -1.684 0.017
N 4.85690 -0.09446 -3.38373 -0.946 -2.490 4.288 0.265
O 4.11329 -0.66935 -2.33616 1.569 1.605 -2.993 0.663
C 6.00901 -0.77211 -5.50908 0.126 0.383 -0.009 0.016
C 4.65899 -2.44734 -4.35899 -0.327 0.333 0.656 -0.005
C 4.89903 1.91544 -1.80266 -0.416 -0.716 -0.087 -0.011
H 6.79000 2.77815 -3.44634 -0.250 -0.222 0.142 0.000
H 6.76626 1.54502 -4.66658 -0.030 -0.117 -0.034 0.000
H 5.30454 2.47775 -4.35539 0.079 -0.188 0.129 -0.004
H 6.61714 -0.03484 -1.08512 -0.184 0.067 -0.181 0.005
H 7.60046 1.26605 -1.72706 -0.333 0.064 -0.135 0.000
H 8.21438 -0.07936 -3.68560 -0.048 -0.017 0.002 0.000
H 8.54231 -0.97712 -2.21630 -0.072 0.044 -0.094 0.002
H 7.41871 -2.39317 -3.92615 -0.305 0.081 -0.115 0.001
H 6.51839 -2.28720 -2.42416 -0.165 0.136 -0.122 0.003
H 5.22023 -0.18619 -5.99685 0.141 -0.054 0.186 -0.008
H 6.20478 -1.63720 -6.14782 -0.121 -0.076 0.246 0.001
H 6.93553 -0.19620 -5.52663 -0.134 0.083 0.060 0.001
H 4.36027 -2.97016 -3.44343 -0.017 0.351 -0.091 -0.001
H 5.17148 -3.19607 -4.97760 0.167 0.429 0.091 0.000
H 3.74974 -2.14741 -4.89691 0.192 0.025 0.191 -0.001
H 3.99884 2.31576 -2.28769 0.156 -0.205 0.108 0.003
H 5.50563 2.77292 -1.48603 0.137 -0.268 -0.307 0.000
H 4.59252 1.40035 -0.88634 -0.012 -0.060 -0.306 0.000
C -4.63511 -3.55768 1.01298 -0.212 0.046 -0.140 0.010
C -4.29553 -2.94350 2.39777 0.898 -1.593 -1.079 0.023
C -4.95190 -3.79098 3.51959 -0.173 0.303 0.153 0.019
C -6.45860 -3.58537 3.61619 -0.005 -0.008 0.024 -0.018
C -6.78723 -2.10561 3.78708 0.348 -0.138 0.034 0.017
C -6.16178 -1.21092 2.68216 -1.752 0.889 -0.670 0.029
N -4.70521 -1.49968 2.44434 1.560 0.910 4.778 0.257
O -3.98477 -0.89831 3.49323 -1.702 -1.284 -3.099 0.658
C -6.96934 -1.38447 1.36538 0.147 -0.305 -0.237 0.015
C -6.42598 0.28587 3.05844 0.764 -0.115 0.246 -0.009
C -2.74457 -3.14143 2.48652 -0.181 0.761 0.288 -0.010
H -4.34817 -4.61700 0.97892 0.110 0.267 0.209 0.000
H -5.69008 -3.53986 0.75706 -0.056 0.109 0.047 0.001
H -4.08956 -3.04657 0.21076 -0.093 0.019 0.228 -0.004
H -4.50422 -3.53887 4.49052 0.049 0.160 -0.200 0.003
H -4.74742 -4.85791 3.36256 0.168 0.249 -0.202 0.001
H -6.95540 -3.99353 2.72965 0.030 0.051 0.006 0.001
H -6.85010 -4.14733 4.47253 0.016 0.050 -0.106 0.002
H -7.87762 -1.98259 3.80219 0.178 0.221 -0.192 0.002
H -6.43111 -1.78324 4.77464 0.111 0.083 -0.195 0.004
H -6.42058 -0.97850 0.50663 -0.016 -0.122 0.209 -0.008
H -7.92354 -0.85358 1.41385 0.174 0.067 0.221 0.001
H -7.23640 -2.42078 1.15295 0.159 0.028 -0.018 0.001
H -6.02651 0.55422 4.04293 0.153 -0.167 -0.271 0.000
H -7.50184 0.50140 3.10304 0.186 -0.403 -0.162 0.000
H -5.98866 0.96316 2.31273 -0.004 -0.221 0.156 0.001
H -2.22800 -2.54402 1.72355 -0.158 -0.040 0.200 0.002
H -2.47190 -4.19041 2.31684 -0.403 0.135 -0.070 0.000
H -2.33553 -2.87178 3.46574 -0.212 0.131 -0.182 0.000
```
Forces are in eV/Å.

Calculated values
ΔE to the lowest compared entry with this formula, charge and spin = 97.5 kcal/mol
HOMO level (alpha / beta) = -4.456 / -4.456 eV
energy = -59133.6861 eV
net charge = -1
2S+1 = 3
max |F| = 0.189 Eh/bohr

No. 2
Formula: C18H21FNO5PS2V
Source: the Open Molecules 2025 dataset
Level of theory: wB97M-V/def2-TZVPD

```
50
Properties=species:S:1:pos:R:3:forces:R:3:nbo_charge:R:1
V 0.05573 -0.14284 -0.07500 0.062 -0.045 -0.045 1.163
C -7.40715 -0.79386 -0.93750 -0.001 -0.015 0.003 -0.623
C -6.98187 0.50499 -0.27735 0.001 0.009 -0.002 -0.024
C -7.78367 0.77720 0.98620 0.008 0.003 0.002 -0.402
C -7.44941 2.15548 1.52777 0.003 0.006 -0.005 -0.422
C -5.96027 2.32160 1.67451 -0.011 0.009 0.017 -0.012
C -5.44442 3.26356 2.53542 -0.026 0.004 0.010 -0.234
C -4.07037 3.39061 2.69894 0.055 -0.006 -0.012 0.391
F -3.61969 4.32961 3.54912 -0.002 0.000 0.004 -0.316
C -3.18420 2.58760 2.04266 -0.041 0.036 0.032 -0.243
C -3.68446 1.62044 1.16220 -0.009 -0.016 0.003 -0.058
C -2.73647 0.74236 0.47532 -0.055 0.026 0.025 0.492
O -1.50798 0.90655 0.69892 0.029 -0.021 -0.016 -0.701
C -3.30225 -0.23087 -0.38657 0.162 -0.001 0.010 -0.332
C -4.66108 -0.26707 -0.54698 -0.040 0.021 -0.009 0.156
N -5.53660 0.53447 0.06566 -0.025 -0.006 0.028 -0.331
C -5.06709 1.49561 0.96315 0.066 -0.011 -0.020 0.140
C -2.51876 -1.25338 -1.18962 -0.099 0.032 0.039 0.793
O -3.14088 -2.03537 -1.88662 0.016 -0.005 -0.013 -0.644
O -1.23525 -1.21415 -1.07195 -0.064 -0.067 -0.058 -0.803
H -8.48552 -0.75631 -1.08784 -0.001 -0.001 0.005 0.229
H -7.18202 -1.65236 -0.30246 0.010 0.001 -0.006 0.223
H -6.95039 -0.94903 -1.91291 -0.003 0.005 -0.002 0.228
H -7.15064 1.33214 -0.97621 -0.004 -0.007 -0.005 0.199
H -7.55302 0.00519 1.72601 -0.004 -0.004 -0.002 0.214
H -8.84585 0.70385 0.75283 0.001 0.000 -0.001 0.224
H -7.92749 2.32241 2.49353 -0.005 0.004 -0.004 0.229
H -7.83926 2.91860 0.84717 0.003 -0.001 -0.005 0.220
H -6.10112 3.90760 3.10696 -0.016 -0.010 -0.010 0.231
H -2.11848 2.67891 2.19264 0.007 -0.019 -0.017 0.260
H -5.04105 -1.01029 -1.23099 -0.014 0.005 0.000 0.257
C 4.25894 3.32036 1.14137 -0.002 0.001 0.003 -0.630
C 4.74687 1.91325 0.89166 0.006 0.029 -0.008 -0.065
O 3.80674 0.97276 1.45919 -0.035 0.003 0.008 -0.834
P 2.97021 0.02007 0.48982 0.054 -0.012 0.052 1.697
S 1.67921 -0.97454 1.62365 -0.016 -0.013 0.071 -0.601
S 2.07056 0.99926 -0.98521 0.020 0.088 -0.058 -0.605
O 4.07057 -0.91945 -0.18280 -0.019 0.006 -0.010 -0.834
C 4.79289 -1.86691 0.63793 -0.005 -0.026 0.007 -0.064
C 4.40248 -3.27125 0.24374 0.001 -0.003 -0.003 -0.630
H 4.98207 4.04001 0.75438 0.000 -0.002 0.001 0.213
H 4.13138 3.49396 2.20964 0.001 0.002 -0.001 0.214
H 3.30357 3.48186 0.64321 0.003 -0.002 -0.004 0.226
H 5.70148 1.72489 1.38300 -0.004 -0.011 0.004 0.186
H 4.86825 1.72051 -0.17626 -0.004 -0.001 -0.001 0.191
H 4.58337 -1.68009 1.69321 -0.001 0.003 0.000 0.190
H 5.85161 -1.67773 0.46082 -0.002 0.012 -0.006 0.186
H 3.34138 -3.43425 0.42853 0.001 0.003 0.003 0.227
H 4.97463 -3.99417 0.82749 0.000 0.003 -0.002 0.213
H 4.60401 -3.43918 -0.81387 0.000 -0.001 0.000 0.216
```
Forces are in eV/Å.

Calculated values
ΔE to the lowest compared entry with this formula, charge and spin = 0.0 kcal/mol
HOMO level (alpha / beta) = -7.231 / -8.830 eV
energy = -90104.7853 eV
2S+1 = 4
max |F| = 0.003 Eh/bohr

No. 3
Formula: C6H12NO
Source: the Open Molecules 2025 dataset
Level of theory: wB97M-V/def2-TZVPD

```
20
Properties=species:S:1:pos:R:3:forces:R:3:nbo_charge:R:1
C 0.09542 0.08218 2.17445 0.241 -0.303 -0.131 -0.385
N -0.31274 -0.17254 0.81523 0.875 0.585 0.593 -0.465
C 0.09512 -1.44992 0.25544 -0.262 -0.370 0.327 -0.214
C 1.00535 -1.21754 -0.94569 -0.950 1.443 -0.413 -0.433
C 0.71403 0.25721 -1.32611 0.942 0.557 -0.066 -0.434
C -0.06567 0.90277 -0.17323 -1.082 -0.867 -1.116 -0.092
C -1.50023 1.27717 -0.76085 0.674 0.531 0.233 0.013
O -1.49792 1.91894 -1.92454 -0.034 0.144 -0.024 -0.952
H 1.12835 -0.26547 2.39260 -0.001 0.233 -0.015 0.135
H -0.54718 -0.44124 2.89096 -0.091 0.059 0.018 0.170
H 0.02514 1.15249 2.36171 0.015 -0.020 0.141 0.198
H 0.61174 -2.09249 0.98249 -0.262 0.136 0.247 0.169
H -0.82885 -1.96102 -0.05590 0.331 -0.223 -0.093 0.179
H 0.66064 -1.86778 -1.74243 0.614 -0.323 -0.241 0.200
H 2.07047 -1.25178 -0.74073 0.072 -0.726 0.145 0.188
H 1.65607 0.81262 -1.47567 -0.106 -0.308 0.025 0.179
H 0.16523 0.43205 -2.25116 -0.306 -0.228 0.018 0.252
H 0.47711 1.78412 0.19033 -0.239 -0.170 0.427 0.167
H -1.97107 1.83787 0.09962 -0.213 -0.170 -0.053 0.063
H -1.98102 0.26234 -0.76652 -0.217 0.019 -0.022 0.063
```
Forces are in eV/Å.

Calculated values
SMILES string = CN1CCC[C@H]1C[O-]
ΔE to the lowest compared entry with this formula, charge and spin = 8.5 kcal/mol
HOMO level = -2.215 eV
energy = -9952.9789 eV
net charge = -1
2S+1 = 1
max |F| = 0.035 Eh/bohr

No. 4
Formula: C4H9N3O
Source: the Open Molecules 2025 dataset
Level of theory: wB97M-V/def2-TZVPD

```
17
Properties=species:S:1:pos:R:3:forces:R:3:nbo_charge:R:1
C -1.46288 1.37327 0.40352 -0.072 0.433 -0.110 -0.447
C -1.29722 -1.59840 -0.02391 -0.096 0.224 0.749 -0.674
N 1.06944 -0.99286 -0.33251 1.556 1.701 0.672 -0.279
C -0.14371 -0.64238 0.06108 -0.059 -0.609 0.366 0.416
C 2.02175 1.59398 -0.53583 -0.250 0.129 -0.436 -0.182
O 1.67552 -2.00034 0.43815 -0.750 -1.231 -0.434 -0.573
N 1.53466 1.09329 0.50752 -0.988 0.213 0.127 -0.150
N -0.24685 0.60408 0.47029 0.839 -0.940 -0.982 -0.286
H 2.35694 -2.35704 -0.14500 -0.130 0.037 0.031 0.467
H -2.14849 1.07551 1.20438 0.141 0.016 -0.013 0.213
H -1.99176 1.27981 -0.55271 0.113 0.052 0.037 0.190
H -1.19599 2.42014 0.55913 -0.105 -0.017 -0.001 0.225
H -0.92495 -2.59041 -0.26826 -0.056 0.076 -0.134 0.242
H -1.82523 -1.65005 0.92921 -0.131 -0.032 0.027 0.222
H -2.00896 -1.23990 -0.77033 0.073 -0.127 -0.094 0.230
H 1.77075 1.30530 -1.55632 -0.304 0.339 0.076 0.187
H 2.81698 2.32601 -0.38841 0.218 -0.266 0.120 0.198
```
Forces are in eV/Å.

Calculated values
ΔE to the lowest compared entry with this formula, charge and spin = 171.5 kcal/mol
HOMO level = -7.201 eV
energy = -10805.0229 eV
2S+1 = 1
max |F| = 0.047 Eh/bohr